C19H56Cl2N2O27PS | the ωB97M-V functional and the def2-TZVPD basis

Computed properties:
Charge   -1
Frontier orbital gap   5.38 eV
DFT total energy   -124020.38007 eV

Geometry (Å):
C 1.277 -4.739 -0.269
C 0.463 -3.649 -0.896
C 0.245 -2.140 -0.224
C -1.116 -1.777 0.677
O -2.139 -2.816 0.882
N -2.813 -2.875 -0.288
O -2.845 -4.033 -0.700
C -1.294 -0.279 1.323
N -2.435 0.201 2.192
C -3.634 0.662 1.393
C -2.795 -0.776 3.288
C -4.085 -1.788 3.317
O -1.967 -0.814 4.367
C -0.100 0.831 0.992
C 1.250 0.470 0.075
C 1.441 -1.036 -0.547
C 2.782 -1.325 -1.446
O 2.756 -0.997 -2.755
O 4.033 -1.883 -0.877
C 2.320 1.732 -0.174
O 3.645 1.579 -0.286
C 1.588 3.230 -0.300
C 2.214 4.301 -1.373
Cl 2.700 5.941 -0.650
C 1.204 4.389 -2.665
C 0.474 2.898 -2.867
Cl 2.206 4.635 -4.249
C 0.365 3.558 0.526
P -0.598 5.204 0.441
S -2.495 4.713 0.122
C -0.229 2.395 1.571
O -0.725 2.715 2.768
H 2.445 -4.860 -0.379
H 0.719 -5.595 0.341
H -0.124 -3.823 -1.921
H -3.691 0.189 0.298
H -3.474 1.829 1.202
H -4.664 0.574 1.950
H -4.945 -1.303 3.987
H -4.553 -1.866 2.232
H -3.853 -2.862 3.767
H 3.223 3.809 -1.779
H 0.343 5.175 -2.569
H 0.036 2.858 -3.972
H -0.442 2.741 -2.153
H 1.268 2.014 -2.814
H -0.232 6.059 -0.658
H -0.605 5.969 1.663
O -1.125 -1.727 -3.404
H -1.740 -2.350 -2.988
H -0.870 -2.165 -4.229
O 4.875 6.868 -5.063
H 4.260 6.245 -4.647
H 5.130 6.429 -5.888
O 6.461 9.451 -4.550
H 6.256 8.506 -4.487
H 6.048 9.833 -3.761
O -6.897 -2.211 3.742
H -7.048 -2.771 4.518
H -7.789 -1.996 3.432
O -7.600 -3.053 6.385
H -7.048 -3.565 6.995
H -8.421 -2.908 6.879
O 4.188 -5.676 0.835
H 4.833 -5.357 0.186
H 4.716 -6.215 1.444
O -1.924 -4.811 -3.261
H -2.519 -4.980 -4.007
H -2.519 -4.553 -2.541
O -5.099 -3.159 7.295
H -4.330 -3.655 7.612
H -4.733 -2.560 6.628
O 5.082 -7.945 -0.878
H 5.916 -7.463 -0.989
H 4.540 -7.354 -0.335
O 3.601 -10.562 0.019
H 4.370 -11.058 0.336
H 3.967 -9.963 -0.649
O 3.091 6.066 -7.122
H 3.077 7.034 -7.100
H 2.169 5.822 -7.292
O -5.979 -0.957 9.593
H -6.194 -1.662 10.221
H -5.590 -1.426 8.839
O -1.685 -1.284 7.685
H -0.775 -0.979 7.815
H -1.803 -1.268 6.724
O 7.472 -9.926 0.330
H 8.337 -9.497 0.405
H 6.929 -9.276 -0.141
O -5.699 5.429 -1.155
H -4.930 4.933 -0.838
H -5.333 6.028 -1.823
O 6.127 5.946 -0.711
H 5.976 5.386 0.065
H 5.235 6.161 -1.022
O -0.279 1.132 -5.530
H -0.494 0.426 -4.901
H 0.110 0.663 -6.284
O 2.388 0.250 -6.931
H 3.033 0.569 -7.580
H 2.916 -0.289 -6.322
O -1.426 5.784 -3.702
H -0.847 5.964 -4.458
H -1.989 6.570 -3.646
O -0.260 1.436 6.114
H -0.911 0.787 6.420
H -0.392 1.465 5.154

Atom charges from the Mulliken analysis, given in e for atoms 1 to 6: C -0.74; C -0.22; C 0.82; C -0.01; O -0.19; N 0.23